Here is a cluster of 4 separate species, C24H20N4O8 in total from the OMol25 dataset. Energies are from ωB97M-V/def2-TZVPD.

Element x y z (Å)
O (6.78, 5.46, 8.61)
N (6.09, 4.67, 7.97)
O (5.30, 3.90, 8.48)
C (6.31, 4.64, 6.54)
C (6.88, 5.74, 5.90)
C (7.10, 5.69, 4.53)
C (6.78, 4.55, 3.78)
C (6.22, 3.48, 4.44)
C (6.01, 3.51, 5.81)
H (7.12, 6.64, 6.46)
H (7.48, 6.57, 4.02)
H (6.86, 4.65, 2.71)
H (5.88, 2.59, 3.93)
H (5.53, 2.66, 6.28)
O (6.13, 5.83, 16.38)
N (5.44, 5.73, 15.39)
O (4.24, 5.93, 15.38)
C (6.09, 5.36, 14.14)
C (7.46, 5.25, 14.08)
C (8.11, 4.97, 12.89)
C (7.31, 4.92, 11.75)
C (5.93, 5.04, 11.76)
C (5.33, 5.22, 12.99)
H (8.06, 5.46, 14.96)
H (9.18, 4.90, 12.81)
H (7.76, 4.64, 10.80)
H (5.35, 5.03, 10.85)
H (4.25, 5.29, 12.97)
O (8.42, 10.05, 0.60)
N (7.96, 10.88, 1.36)
O (8.33, 12.03, 1.43)
C (6.90, 10.45, 2.28)
C (6.51, 9.12, 2.23)
C (5.54, 8.69, 3.12)
C (4.81, 9.57, 3.89)
C (5.14, 10.93, 3.85)
C (6.18, 11.36, 3.05)
H (7.01, 8.38, 1.63)
H (5.26, 7.64, 3.14)
H (4.03, 9.28, 4.58)
H (4.62, 11.63, 4.50)
H (6.48, 12.40, 3.08)
O (3.76, 2.17, 2.42)
N (4.32, 2.46, 1.38)
O (4.81, 3.54, 1.13)
C (4.44, 1.39, 0.38)
C (3.97, 0.11, 0.64)
C (4.12, -0.85, -0.32)
C (4.61, -0.50, -1.57)
C (5.06, 0.78, -1.88)
C (4.99, 1.73, -0.85)
H (3.53, -0.13, 1.60)
H (3.77, -1.87, -0.19)
H (4.59, -1.25, -2.35)
H (5.51, 1.08, -2.81)
H (5.33, 2.72, -1.13)

Results
SMILES: O=[N+]([O-])c1ccccc1.O=[N+]([O-])c1ccccc1.O=[N+]([O-])c1ccccc1.O=[N+]([O-])c1ccccc1
Gap between HOMO and LUMO: 8.8925 eV
ΔE to the lowest compared entry with this formula, charge and spin: 191.2 kcal per mole
HOMO: -9.793 eV

The net atomic charges from natural (NBO), expressed in e, are: -0.390 0.524 -0.369 0.004 -0.185 -0.216 -0.165 -0.223 -0.136 0.245 0.222 0.229 0.227 0.236 -0.384 0.530 -0.376 0.001 -0.176 -0.225 -0.161 -0.214 -0.174 0.243 0.225 0.221 0.240 0.241 -0.376 0.530 -0.369 0.023 -0.189 -0.218 -0.176 -0.203 -0.192 0.248 0.226 0.224 0.224 0.248 -0.380 0.537 -0.380 0.011 -0.183 -0.213 -0.169 -0.210 -0.178 0.250 0.228 0.218 0.229 0.247

***

Here is the molecule C24H20N6O2S from the OMol25 dataset. Energies are from ωB97M-V/def2-TZVPD.

Element x y z (Å)
C (1.26, 7.16, -1.51)
O (1.74, 6.10, -2.30)
C (1.69, 4.84, -1.80)
C (1.19, 4.49, -0.55)
C (1.19, 3.17, -0.14)
C (1.69, 2.18, -0.98)
N (1.68, 0.84, -0.56)
C (1.10, -0.22, -1.21)
S (0.37, -0.10, -2.77)
C (-0.44, -1.73, -2.76)
C (-1.38, -1.87, -1.63)
N (-1.92, -2.97, -1.22)
C (-2.71, -2.56, -0.18)
C (-3.53, -3.46, 0.59)
C (-4.34, -2.99, 1.62)
C (-5.13, -3.86, 2.34)
C (-5.12, -5.23, 2.06)
C (-5.98, -6.16, 2.85)
C (-4.31, -5.69, 1.03)
C (-3.52, -4.83, 0.30)
N (-2.65, -1.26, 0.01)
O (-1.79, -0.80, -0.94)
N (1.17, -1.30, -0.48)
N (1.78, -0.98, 0.66)
C (2.09, 0.29, 0.63)
C (2.83, 0.97, 1.68)
C (2.71, 0.52, 3.00)
C (3.43, 1.16, 3.98)
N (4.23, 2.19, 3.75)
C (4.36, 2.61, 2.50)
C (3.69, 2.04, 1.43)
C (2.18, 2.52, -2.24)
C (2.18, 3.83, -2.64)
H (0.19, 7.04, -1.29)
H (1.82, 7.25, -0.57)
H (1.40, 8.06, -2.11)
H (0.80, 5.24, 0.12)
H (0.79, 2.90, 0.83)
H (-0.96, -1.82, -3.72)
H (0.32, -2.51, -2.69)
H (-4.34, -1.93, 1.84)
H (-5.76, -3.49, 3.14)
H (-5.90, -7.18, 2.48)
H (-5.69, -6.15, 3.90)
H (-7.03, -5.86, 2.79)
H (-4.29, -6.75, 0.80)
H (-2.89, -5.18, -0.49)
H (2.07, -0.32, 3.22)
H (3.37, 0.85, 5.02)
H (5.03, 3.44, 2.35)
H (3.84, 2.41, 0.43)
H (2.57, 1.75, -2.89)
H (2.56, 4.11, -3.61)

Results
SMILES: COc1ccc(-n2c(SCc3nc(-c4ccc(C)cc4)no3)nnc2-c2ccncc2)cc1
Gap between HOMO and LUMO: 8.9251 eV
HOMO: -8.569 eV

The net atomic charges from natural (NBO), expressed in e, are: -0.255 -0.485 0.316 -0.314 -0.124 0.072 -0.376 0.180 0.298 -0.579 0.531 -0.493 0.290 -0.055 -0.170 -0.220 0.003 -0.629 -0.223 -0.172 -0.154 -0.280 -0.321 -0.248 0.298 -0.045 -0.224 0.039 -0.414 0.038 -0.248 -0.192 -0.245 0.179 0.179 0.205 0.227 0.224 0.260 0.274 0.227 0.210 0.215 0.221 0.220 0.210 0.232 0.242 0.195 0.193 0.226 0.231 0.232